(1)
DFT (ωB97M-V/def2-TZVPD) results for a structure of composition C23H20N3O4S3V.

```
! wB97M-V def2-TZVPD RIJCOSX def2/J DEFGRID3
* xyz -2 3
V 1.20190 0.94739 -0.01970
N -0.84588 1.80206 0.50598
C -1.07498 3.08180 -0.16766
C 0.17752 3.62503 -0.86101
O 0.10517 4.73479 -1.41571
N 1.22090 2.81091 -0.80533
C 2.44850 3.19668 -1.46436
C 3.43847 2.02035 -1.48303
O 4.53657 2.19214 -2.01400
O 3.03318 0.93394 -0.92857
H -1.66787 1.21323 0.51165
H -0.48666 1.89520 1.45484
H -1.44196 3.86130 0.50766
H -1.83242 2.94666 -0.94254
H 2.93403 4.04290 -0.96610
H 2.27408 3.51308 -2.49825
O 0.55610 -0.61059 -1.03678
C -0.68040 -1.12415 -1.32681
C -1.58235 -0.07244 -1.97372
C -2.92288 0.15716 -1.86180
C -3.37013 1.22337 -2.69499
C -2.35475 1.77042 -3.41946
S -0.85607 1.01616 -3.08521
C -1.36468 -1.70919 -0.08391
C -1.08489 -1.40105 1.21154
C -1.90150 -2.10993 2.13968
C -2.78069 -2.95162 1.53460
S -2.61537 -2.90366 -0.17338
C -0.48878 -2.24806 -2.34475
C -1.35242 -2.79082 -3.24929
C -0.77807 -3.87648 -3.96716
C 0.50899 -4.11655 -3.58677
S 1.03529 -3.02525 -2.37549
H -3.56123 -0.41209 -1.20061
H -4.39124 1.57895 -2.73022
H -2.39915 2.61697 -4.08607
H -0.30045 -0.70280 1.49375
H -1.80674 -2.00318 3.21150
H -3.49715 -3.61299 1.99636
H -2.35538 -2.41367 -3.39905
H -1.29195 -4.43570 -4.73781
H 1.18239 -4.85997 -3.98421
N 1.37405 0.77158 1.79549
C 1.80002 0.25020 2.92933
C 2.15448 1.05217 4.06932
C 2.52452 0.49809 5.27628
C 2.58580 -0.88576 5.46716
C 2.27688 -1.69681 4.37208
C 1.90960 -1.16798 3.15156
H 2.11570 2.12948 3.94695
H 2.77666 1.16138 6.10097
H 2.87942 -1.31129 6.41971
H 2.33589 -2.77807 4.47465
H 1.69994 -1.82331 2.31273
*
```

Results
⟨S²⟩: 2.02
total energy: -3492.395013 Eh
HOMO energy (spin up / spin down): 0.02 / -0.78 eV
LUMO (spin up / spin down): 4.022 / 4.022 eV
relative energy (zero: lowest compared OMol25 entry of this formula, charge and spin): 0.0 kcal/mol
Kohn-Sham gap (spin up / spin down): 3.997 / 4.801 eV

=====

(2)
DFT (ωB97M-V/def2-TZVPD) results for a structure of composition C21H15BF2N3O6Y at a distorted geometry.

```
! wB97M-V def2-TZVPD RIJCOSX def2/J DEFGRID3
* xyz 0 1
Y -0.15187 0.69225 0.61420
O 1.08574 4.74533 0.69943
C 0.33602 3.66312 0.39715
O 0.18783 2.77508 1.33004
C -0.28478 3.50993 -0.89983
C -0.28038 4.36740 -2.00190
C -0.90079 3.93685 -3.15170
C -1.51710 2.68623 -3.23632
C -1.49162 1.90452 -2.07159
N -0.87777 2.29724 -0.95455
C -1.87905 0.37386 -1.97755
O -2.47300 -0.16440 -2.85024
O -1.50982 -0.12080 -0.82828
H 1.38057 4.73253 1.63398
H 0.21248 5.31458 -2.00414
H -0.82354 4.47964 -4.09197
H -1.95076 2.34956 -4.17405
C -1.52052 -2.30366 6.45692
C -1.17470 -1.55881 5.20110
C -0.72015 -0.28057 5.22053
C -0.50006 0.43992 4.03654
N -0.69709 -0.14757 2.87184
C -1.05577 -1.41660 2.78802
C -1.35026 -2.13202 3.90671
H -1.77485 -3.34099 6.35105
H -2.42415 -1.76622 6.86980
H -0.70576 -2.19524 7.15982
H -0.55237 0.22600 6.14746
H -0.18112 1.47094 3.97104
H -1.12552 -1.87649 1.82533
H -1.71187 -3.11920 3.76148
F 2.58570 2.33995 -2.54655
B 1.66767 1.88129 -3.40936
F 1.42181 2.61374 -4.46976
O 1.08756 0.65850 -3.41937
C 1.34093 -0.29147 -2.39002
N 1.34297 0.01380 -1.12130
C 1.51368 -1.12886 -0.43004
O 1.35502 -1.07101 0.87630
C 1.51698 -2.25938 -1.31923
C 1.69964 -3.63727 -1.18621
C 1.48185 -4.46458 -2.32219
C 1.22315 -3.87523 -3.49639
C 1.21517 -2.49182 -3.73083
C 1.41369 -1.70244 -2.62073
H 1.95729 -4.05448 -0.19825
H 1.58279 -5.51800 -2.13860
H 1.07650 -4.44766 -4.37384
H 0.94961 -2.10747 -4.70397
*
```

Results
total energy: -1688.220818 Eh
HOMO energy (spin up / spin down): -6.78 / -5.79 eV
LUMO (spin up / spin down): -0.030 / -0.619 eV
relative energy (zero: lowest compared OMol25 entry of this formula, charge and spin): 0.5 kcal/mol
Kohn-Sham gap (spin up / spin down): 6.752 / 5.169 eV

=====

(3)
DFT (ωB97M-V/def2-TZVPD) results for a cluster of 2 separate species, C6H16NO in total at a distorted geometry.

```
! wB97M-V def2-TZVPD RIJCOSX def2/J DEFGRID3
* xyz 1 1
C -0.93257 2.03696 -1.04118
C -0.67140 1.02709 0.01077
C 0.82794 0.48542 0.00951
C 0.94943 -0.44808 -1.11469
C 0.96891 -1.76939 -0.99815
C 0.83484 -2.94635 -2.06764
N -1.01883 1.67398 1.40418
H -0.30064 1.97090 -1.96594
H -2.03830 2.12347 -1.20650
H -0.61279 3.06336 -0.76156
H -1.21655 0.06441 -0.06352
H 1.02653 -0.08634 0.91158
H 1.81029 1.15914 0.04284
H 0.99155 0.02045 -2.18728
H 1.14082 -2.17452 -0.02817
H 1.12542 -3.86631 -1.73182
H 1.34329 -2.76042 -3.05128
H -0.15438 -3.09231 -2.51168
H -0.56474 1.23434 2.17564
H -2.04388 1.49556 1.52313
H -1.07112 2.77274 1.31346
H -0.09333 -0.40254 3.78905
H -0.32525 -1.01493 2.11468
O -0.46850 -0.31734 2.87705
*
```

Results
total energy: -367.880336 Eh
HOMO energy: -12.84 eV
LUMO: -3.199 eV
relative energy (zero: lowest compared OMol25 entry of this formula, charge and spin): 64.1 kcal/mol
Kohn-Sham gap: 9.645 eV

=====

(4)
DFT (ωB97M-V/def2-TZVPD) results for a cluster of 2 separate species, C8H19NOP in total at a distorted geometry.

```
! wB97M-V def2-TZVPD RIJCOSX def2/J DEFGRID3
* xyz 1 3
C 1.31202 -0.78083 0.09059
C 0.34726 -0.17883 0.82693
C 1.52908 0.10394 -2.32257
C 0.13349 -1.18299 3.10404
C -2.90839 -0.30289 -3.07513
C -0.97553 2.10817 0.22470
C 1.39177 -1.13280 -1.38696
C 0.48743 0.09110 2.28498
N 1.80852 0.58039 2.54916
O -2.26176 0.22200 1.34866
P -1.23137 0.28190 0.06682
H 2.35292 -1.02498 0.60090
H 1.36306 -0.33593 -3.27467
H 2.51553 0.41894 -2.17890
H 0.85745 0.94477 -1.88275
H 0.92086 -1.80914 3.00577
H -0.62403 -1.75326 2.66270
H -0.09432 -1.06079 4.17082
H -2.61495 0.12870 -3.95517
H -3.61903 0.32386 -2.66736
H -2.26930 -1.12175 -2.77086
H -1.67109 2.69888 -0.31643
H -0.12491 2.49956 -0.25659
H -0.85184 2.30027 1.36920
H 0.42901 -1.55267 -1.54497
H 2.15185 -1.72452 -1.65155
H -0.03370 0.96262 2.66367
H 2.55926 -0.03031 2.76318
H 2.07732 1.23657 1.79953
H -3.16994 -0.14066 1.14182
*
```

Results
⟨S²⟩: 2.01
total energy: -787.106494 Eh
HOMO energy (spin up / spin down): -11.65 / -12.98 eV
LUMO (spin up / spin down): -3.279 / -7.646 eV
Kohn-Sham gap (spin up / spin down): 8.374 / 5.338 eV

=====

(5)
DFT (ωB97M-V/def2-TZVPD) results for the molecule C3H6N4S.

```
! wB97M-V def2-TZVPD RIJCOSX def2/J DEFGRID3
* xyz 0 1
H 1.47446 1.51428 -1.44238
N 0.52891 1.84544 -1.34578
C -0.21146 1.12309 -0.62069
N -1.46010 1.48942 -0.24183
N 0.17918 -0.17452 -0.09062
C 0.94821 -0.99080 -0.84519
S 1.43765 -2.52868 -0.55486
N -0.62206 -0.63383 0.95705
C -0.01442 -1.25007 1.89396
H -1.80427 2.33977 -0.67125
H -2.10943 0.81124 0.09103
H 1.24029 -0.49372 -1.75347
H -0.63760 -1.66464 2.69073
H 1.05064 -1.38698 1.93329
*
```

Results
SMILES: [H]/N=C(/N)N(C=S)N=C
total energy: -735.073792 Eh
HOMO energy: -8.67 eV
LUMO: 0.191 eV
relative energy (zero: lowest compared OMol25 entry of this formula, charge and spin): 45.2 kcal/mol
Kohn-Sham gap: 8.864 eV